70
Properties=species:S:1:pos:R:3 method="wB97M-V/def2-TZVPD" multiplicity=1 gap_ev=1.2 molar_mass_g_mol=982.619 lumo_ev=0.4 charge=-2
C -3.9027 0.3053 -0.7392
C -3.1010 0.1406 0.6267
N -2.4595 1.0772 1.1434
C -3.1350 -1.3167 1.2857
B -1.9083 -1.5262 2.3231
N -1.9986 -1.2999 3.7602
C -0.4359 -1.9901 1.7954
C -0.4952 -3.1351 0.6585
C 0.5682 -4.2275 0.8520
C 1.9777 -3.9820 0.1184
C 2.2809 -2.5336 -0.3754
C 1.9648 -2.4826 -1.9441
C 2.0638 -1.0304 -2.6196
C 3.0921 -0.1107 -2.0231
O 2.3689 1.0153 -1.4855
C 2.6488 1.2531 -0.1371
C 4.0853 1.4778 0.4926
O 1.7217 1.3178 0.6186
H -4.0438 -0.6804 -1.2632
H -3.3360 1.0037 -1.3583
H -4.8924 0.7064 -0.5749
H -2.5800 1.9079 0.5577
H -4.0673 -1.4067 1.8388
H -3.1102 -2.0323 0.4236
H -1.4165 -2.0147 4.2229
H -1.5572 -0.4161 4.0057
H 0.1980 -2.2877 2.6174
H 0.0134 -1.0774 1.3093
H -1.5205 -3.6397 0.8169
H -0.5094 -2.6902 -0.3753
H 0.1574 -5.1403 0.4263
H 0.7570 -4.4546 1.8880
H 2.0943 -4.7001 -0.6789
H 2.7434 -4.2262 0.8423
H 1.8211 -1.7320 0.2438
H 3.3511 -2.3855 -0.2932
H 0.9010 -2.8450 -2.0661
H 2.5490 -3.2060 -2.4880
H 1.0966 -0.4497 -2.6532
H 2.3211 -1.1973 -3.6820
H 3.6771 0.2708 -2.8615
H 3.8020 -0.5619 -1.3423
H 4.2069 2.5021 0.9287
H 4.9481 1.2926 -0.1952
H 4.1726 0.8035 1.3298
Mg 1.9017 -0.9036 -5.7078
O -1.1626 3.6045 -4.0764
S -2.1316 2.6663 -3.4496
O -1.5071 1.2912 -3.4184
O -3.3855 2.5991 -4.2273
O -2.4032 3.0570 -2.0370
O 5.0497 -0.0185 -7.9275
H 5.2065 -0.3832 -8.8034
H 5.1999 0.9256 -8.0329
Na -2.5286 -3.7941 -0.6829
Cl -4.5423 -1.3005 4.0811
Cs 4.7710 3.3216 -1.1664
O -0.8351 -2.7376 6.7211
H -1.6371 -2.3261 6.3726
Cs -0.8029 -1.4112 -1.6090
O -3.6741 1.9684 6.0161
P -4.9915 1.6766 6.7242
O -5.1291 0.1659 6.8848
O -6.1677 2.2055 5.9090
O -5.0009 2.3594 8.0902
C 1.3189 8.5511 -1.1264
Cl 2.7109 7.4558 -1.2988
Cl 1.0272 8.8475 0.5885
Cl 1.6881 10.0798 -1.9387
Cl -0.0875 7.8040 -1.8551

---

62
Properties=species:S:1:pos:R:3 method="wB97M-V/def2-TZVPD" smiles="C=C[N@@+]1(S)C[C@@](CCCC)(CP(=O)(O)O)[C@](CP(=O)(O)O)(B(O)O)[C@@]1(OCC)S(=O)(=O)F" multiplicity=1 gap_ev=8.6 molar_mass_g_mol=544.282 lumo_ev=-4.3 charge=+1 de_lowest_kj_mol=182.1
C 3.1278 -0.4778 2.6652
C 2.2251 0.4522 2.3138
N 0.8048 0.2912 2.0194
S 0.0774 0.6520 3.6541
C 0.1700 1.4028 1.2033
C 0.1248 1.0065 -0.3358
C -1.1855 1.3956 -1.0631
C -2.5120 1.0882 -0.3698
C -3.6508 1.4981 -1.3467
C -4.0096 0.3146 -2.2538
C 1.1015 2.1186 -0.9253
P 2.9141 2.3021 -0.8175
O 3.1948 3.5759 -0.1426
O 3.4823 2.4524 -2.3006
O 3.8156 1.1798 -0.1317
C 0.4220 -0.5454 -0.2470
C 1.7977 -1.1556 -0.7693
P 2.4122 -0.8189 -2.4493
O 3.8173 -0.5135 -2.5189
O 1.5654 0.2838 -3.2354
O 2.2125 -2.1989 -3.3168
B -0.5714 -1.4489 -1.1315
O -1.3050 -2.4573 -0.6043
O -0.7070 -1.2218 -2.4975
C 0.2422 -0.9311 1.2924
O -1.1192 -0.6920 1.4693
C -1.9906 -1.5759 2.1883
C -3.2134 -0.7434 2.6478
S 0.7774 -2.5691 1.9208
O 0.8235 -2.3749 3.3193
O -0.0189 -3.6469 1.5160
F 2.2326 -2.8748 1.4648
H 3.0403 -1.1924 3.4735
H 4.0203 -0.5506 2.0506
H 2.5732 1.4804 2.3462
H 0.7605 -0.2336 4.4150
H -0.7096 1.8657 1.6356
H 0.9005 2.2052 1.3077
H -1.1619 1.0304 -2.0877
H -1.2074 2.4769 -1.2002
H -2.6759 0.0297 -0.1984
H -2.6395 1.6721 0.5402
H -3.3079 2.3203 -1.9742
H -4.5372 1.8314 -0.8121
H -3.2700 0.2045 -3.0477
H -4.0312 -0.6240 -1.7008
H -4.9766 0.4477 -2.7321
H 0.7235 3.0528 -0.5226
H 0.8492 2.2092 -1.9795
H 3.3618 3.4021 -2.4806
H 4.1244 1.5769 0.6992
H 2.5445 -1.0138 0.0002
H 1.6381 -2.2412 -0.7616
H 1.6993 0.1182 -4.1843
H 1.7034 -2.8047 -2.7567
H -1.6324 -3.0600 -1.2903
H -0.4336 -2.0239 -2.9721
H -2.3944 -2.3889 1.5964
H -1.5961 -2.0308 3.0922
H -3.4219 -0.9284 3.6960
H -2.9193 0.3048 2.6095
H -4.0818 -0.9037 2.0208

---

71
Properties=species:S:1:pos:R:3 method="wB97M-V/def2-TZVPD" multiplicity=1 gap_ev=2.0 molar_mass_g_mol=809.341 lumo_ev=-2.8 charge=-1 de_lowest_kj_mol=31.3
C -3.1333 -4.0591 -1.4018
C -2.9830 -2.8059 -0.5473
C -4.2893 -2.0192 -0.4180
C -4.0945 -0.7208 0.3964
C -4.2342 0.6011 -0.3715
C -3.5128 0.6400 -1.7265
C -2.6335 1.8787 -1.9008
C -1.3855 1.8267 -1.0338
P -0.0767 0.6444 -1.6927
O 0.6097 1.9360 -2.6039
B 1.7387 1.6849 -3.3432
O 2.9021 2.3775 -3.0857
O 1.7558 0.8216 -4.4147
O -0.7807 -0.6578 -0.7322
C 0.0003 -1.0225 0.3721
C 1.0652 0.0733 0.6082
Br 2.8955 -0.7488 0.4884
C 0.9745 0.6782 2.0606
O 0.8203 2.0763 2.0282
C 1.7364 2.8230 2.7971
O 0.9950 1.0445 -0.3351
H -2.1354 -4.4527 -1.6431
H -3.5680 -3.7780 -2.3619
H -3.6993 -4.8593 -0.9203
H -2.5568 -3.0167 0.4334
H -2.2700 -2.1541 -1.0512
H -4.9660 -2.6757 0.1530
H -4.6728 -1.8419 -1.4211
H -4.8342 -0.6890 1.2044
H -3.1206 -0.7330 0.8836
H -3.8194 1.4012 0.2441
H -5.2861 0.8686 -0.4874
H -2.9459 -0.2679 -1.9174
H -4.2745 0.6693 -2.5182
H -3.2300 2.7537 -1.6098
H -2.3923 2.0227 -2.9541
H -0.9294 2.8172 -1.0322
H -1.6111 1.5926 0.0060
H -0.9268 0.2130 -2.7943
H 0.9346 -0.2854 -2.1078
H 2.9129 2.5426 -2.1413
H 0.8922 0.4194 -4.4995
H -0.6705 -1.1136 1.2329
H 0.4988 -1.9757 0.1857
H 1.8753 0.3873 2.5922
H 0.0843 0.2689 2.5473
H 2.3660 2.1990 3.4287
H 1.1811 3.4988 3.4521
H 2.3666 3.4192 2.1359
Be -1.2648 -6.2899 -2.2629
C 5.6231 2.3306 4.8749
Cl 4.3598 3.0044 5.9342
Cl 5.0377 1.0165 3.8726
H 5.9802 3.1243 4.2301
H 6.4255 1.9605 5.5011
F 7.4688 -1.9846 2.5067
Al 6.9718 -1.5543 0.9476
F 6.9866 0.1392 0.8189
F 5.4069 -2.1316 0.6761
F 8.0372 -2.2157 -0.1823
O 8.7835 1.2751 -1.4217
S 8.6912 2.3871 -0.4846
O 9.1031 1.9051 0.8339
O 7.3215 2.8891 -0.5067
O 9.5793 3.4952 -0.8260
C -8.2592 -1.7325 0.0423
Cl -7.4032 -0.6569 -1.0023
Cl -8.5435 -3.2949 -0.7792
Cl -7.3235 -2.0051 1.5351
H -9.2181 -1.3178 0.3237
Li -7.3367 -4.6464 1.1847

---

Energy
In order: -136907.6160, -82653.0893, -207026.6378
Unit: eV